Entry 1:
# C27H52F4N2O8S

A 7-piece molecular cluster, C27H52F4N2O8S overall (wB97M-V/def2-TZVPD, the Open Molecules 2025 dataset).

```
! RIJCOSX wB97M-V def2-TZVPD def2/J DEFGRID3
* xyz 0 1
H -1.77 3.77 -2.60
C 1.74 -0.61 -0.85
H -3.64 -2.53 -3.41
O 3.34 3.00 1.35
H 7.24 -2.79 -3.71
H -0.38 6.64 6.48
H 2.76 -1.52 -3.70
H 0.06 5.59 -1.48
C 0.15 2.81 -2.50
H 1.28 5.51 1.94
H 0.81 2.27 -3.20
H 0.47 4.79 -4.39
F -5.03 0.87 -3.34
C -1.77 -2.13 -2.32
N -1.24 -1.70 -1.21
H 1.54 3.30 0.36
H -1.86 -0.96 -0.85
H -2.08 4.98 6.66
C -0.68 3.41 7.08
H -0.03 3.12 7.91
H -0.28 2.09 -1.80
C 0.63 5.08 -2.26
H 1.01 0.16 -1.13
H 4.70 -0.17 -2.32
C -6.65 -7.43 1.02
H -7.04 -8.17 1.71
C 2.93 4.59 3.06
H 3.21 0.65 -2.82
H 0.95 3.89 2.59
C -0.91 3.59 -3.25
O -6.67 -0.83 -1.43
H 3.77 -0.65 -0.12
H -5.35 -4.55 1.10
F -2.92 1.09 -2.60
S -5.60 -1.71 -2.01
O -5.88 -6.45 1.74
H 3.56 5.44 2.78
H -5.97 -7.93 0.31
C 6.45 -5.27 -1.68
H -1.53 4.99 8.34
C 2.29 3.87 0.91
O -5.44 -2.90 -1.09
C 7.51 -4.63 -2.55
O 0.64 4.95 5.85
C -0.19 4.90 -3.52
H 2.73 4.61 0.23
H -6.83 -4.66 2.07
C -1.22 4.80 7.31
H 8.20 -4.06 -1.92
C -0.06 5.67 6.87
N -4.06 -0.94 -2.06
H -6.41 -5.41 -0.85
H 6.84 -5.70 -0.75
C -6.25 -5.15 1.28
C 2.98 -1.48 -2.63
H -0.87 5.74 -3.71
C -7.74 -6.67 0.28
C 3.14 -0.03 -0.78
H 3.61 -2.33 -2.37
H -1.19 -2.94 -2.88
C -4.16 0.51 -2.29
H 0.99 2.90 5.76
C -7.07 -5.34 0.02
O 0.95 3.76 -1.79
C 5.49 -4.12 -1.44
H 1.42 -1.06 0.09
H -8.60 -6.53 0.94
F -6.15 -2.14 -3.53
C 3.63 3.29 2.72
H -7.78 -4.52 -0.15
H -1.26 3.09 -4.15
H 6.30 -4.18 -4.29
H -2.82 -0.99 -3.91
H 5.80 -3.52 -0.57
H 2.68 4.68 4.12
O 5.56 -3.28 -2.60
C 0.15 3.60 5.82
O 1.75 -1.60 -1.88
C 6.68 -3.68 -3.40
F -4.63 1.21 -1.16
H 0.64 5.84 7.70
H 4.46 -4.45 -1.29
H 5.95 -6.07 -2.24
C 1.72 4.53 2.15
H -1.45 2.65 6.96
H 3.25 2.46 3.33
H 3.16 1.00 -0.41
H 8.08 -5.34 -3.14
H -8.07 -7.18 -0.62
C 3.61 -0.17 -2.21
H 1.56 5.63 -2.44
H 4.71 3.35 2.86
H -0.46 3.48 4.92
C -3.10 -1.60 -3.00
*
```

The orbital gap is 0.282 hartree. As for the molar mass: 640.78 g mol⁻¹. The HOMO energy comes out at -8.79 eV. Its structure (SMILES) is [H]/N=C\CN(C(F)(F)F)S(=O)(=O)F.C1CCOC1.C1CCOC1.C1CCOC1.C1CCOC1.C1CCOC1.C1CCOC1. The total energy comes out at -2568.8550 hartree.

=====

Entry 2:
# C36H54O27

A 9-piece molecular cluster, C36H54O27 overall (wB97M-V/def2-TZVPD, the Open Molecules 2025 dataset).

```
! RIJCOSX wB97M-V def2-TZVPD def2/J DEFGRID3
* xyz 0 1
O 68.69 43.88 70.71
H 66.73 47.42 70.21
H 74.16 50.56 71.12
O 70.01 42.94 69.12
C 72.38 50.78 68.04
H 74.56 49.59 73.03
H 67.58 46.25 64.19
C 69.78 44.92 65.38
C 69.82 41.88 68.14
H 71.71 45.12 69.37
C 73.14 46.94 63.70
H 66.77 49.04 69.93
H 71.19 51.15 66.33
H 69.29 40.03 69.36
H 75.06 42.13 67.41
H 69.36 46.34 71.93
C 75.11 50.55 70.58
H 71.82 46.14 73.27
C 73.18 45.85 62.68
C 72.05 44.09 72.27
C 68.03 46.20 65.20
H 72.83 49.93 67.98
H 69.34 42.27 67.36
C 72.18 51.53 66.73
C 75.90 44.02 67.91
H 73.64 50.27 65.42
O 69.41 49.46 71.07
C 69.43 47.13 71.16
H 71.15 47.41 63.83
C 74.14 44.72 71.90
C 75.64 49.27 71.23
H 67.18 44.23 68.12
H 71.56 44.77 67.69
O 76.40 44.59 64.47
H 68.06 40.48 68.25
O 72.19 52.82 67.03
H 67.98 47.08 65.92
H 75.81 44.77 68.76
H 67.96 46.10 67.89
H 73.10 51.58 64.55
O 72.84 51.84 68.83
H 72.13 45.73 62.18
O 75.55 44.68 66.67
H 69.27 46.66 70.24
C 71.18 41.30 67.73
O 76.11 51.50 70.79
O 72.88 54.13 68.72
H 72.30 48.36 62.51
C 67.22 45.28 67.48
C 71.09 47.47 67.16
O 73.26 43.98 71.47
O 71.57 49.81 71.33
C 74.76 48.71 72.42
H 73.72 45.97 67.54
O 74.18 46.30 61.90
H 74.35 46.76 69.69
C 71.76 42.76 72.89
O 72.36 47.45 67.14
O 69.36 46.07 64.88
H 75.83 48.73 70.38
H 71.68 40.96 68.82
H 71.15 40.32 67.37
C 70.63 49.05 71.31
H 72.59 44.97 74.34
H 73.93 48.28 71.95
H 70.89 43.05 73.49
H 71.21 44.41 71.66
O 75.23 44.84 71.38
C 72.70 53.01 68.25
C 67.47 48.28 69.93
O 73.70 45.62 72.85
C 71.70 45.60 68.34
C 74.89 47.27 62.28
H 71.36 50.51 68.46
O 74.40 47.66 63.42
O 70.85 44.41 65.18
H 71.99 48.82 64.31
H 67.98 48.19 71.91
C 73.58 47.27 69.27
O 68.90 44.25 66.06
C 68.96 42.95 69.96
H 77.42 42.38 67.96
C 68.51 48.26 71.11
C 77.24 43.45 67.65
H 66.25 45.49 67.57
O 78.17 51.52 71.91
C 72.13 47.96 63.60
O 68.24 41.86 69.90
H 78.03 44.13 67.94
H 68.10 48.25 68.97
C 67.66 44.90 66.09
C 73.31 51.35 65.66
O 77.47 43.63 66.25
H 66.75 44.38 65.62
H 72.70 42.30 73.46
C 68.85 40.98 68.95
C 76.46 44.33 65.71
C 72.91 46.58 67.99
H 73.06 46.68 64.85
H 73.33 44.93 63.17
H 73.03 47.61 70.08
H 74.30 51.80 66.03
H 71.60 41.96 72.20
C 74.78 42.89 68.14
O 70.73 47.69 71.19
H 74.86 50.43 69.37
C 77.17 50.90 71.52
C 72.46 45.21 73.31
O 70.61 46.53 67.92
H 71.92 42.19 67.32
O 76.02 47.71 61.84
H 73.78 43.27 67.82
O 70.35 48.40 66.69
H 74.20 48.11 68.81
O 76.86 49.65 71.80
H 75.27 47.83 73.03
H 74.74 42.67 69.14
*
```

The orbital gap is 0.348 hartree. The value obtained for the relative energy (zero: lowest compared OMol25 entry of this formula, charge and spin) is 1122.5 kJ/mol. As for the molar mass: 918.80 g mol⁻¹. The HOMO energy comes out at -9.77 eV. Its structure (SMILES) is C[C@H]1COC(=O)O1.C[C@H]1COC(=O)O1.C[C@H]1COC(=O)O1.C[C@H]1COC(=O)O1.C[C@H]1COC(=O)O1.C[C@H]1COC(=O)O1.C[C@H]1COC(=O)O1.C[C@H]1COC(=O)O1.C[C@H]1COC(=O)O1. The total energy comes out at -3435.3860 hartree.

=====

Entry 3:
# C22H48I2N6O10P

A 3-piece molecular cluster, C22H48I2N6O10P overall (wB97M-V/def2-TZVPD, the Open Molecules 2025 dataset).

```
! RIJCOSX wB97M-V def2-TZVPD def2/J DEFGRID3
* xyz 1 1
I 2.16 -2.89 -3.48
C -4.67 -2.31 -3.63
H 3.03 -0.71 -1.53
H 0.10 -1.33 4.29
H -2.57 1.71 -0.56
H 4.08 0.75 0.71
P -1.97 -0.02 -1.75
H -0.85 -2.38 -2.21
H 3.03 -0.52 4.25
H -0.12 -0.13 7.44
C -0.13 -2.59 -1.43
H 0.93 -0.86 -2.00
O -1.78 5.52 -1.43
N 0.28 1.16 -0.88
H 1.10 7.42 0.27
H 1.89 -2.33 -0.16
H 2.70 3.65 1.01
H 3.27 -0.86 1.97
O -3.08 -1.02 -1.22
N 0.25 1.93 5.89
N -1.35 0.70 4.76
H -1.78 -0.23 4.76
O -2.54 1.44 -1.49
N 2.90 3.93 0.05
H 4.74 3.00 0.21
C 0.49 -1.22 -1.08
H 2.58 -2.34 2.58
C 3.55 1.76 -1.08
H 1.83 -4.13 -0.08
C -0.64 6.20 -1.27
H 0.60 -2.13 1.53
O -4.07 -4.40 -5.12
H -5.15 -1.62 -2.93
H 1.12 1.94 5.39
H 0.64 8.49 -1.08
H -4.51 -1.82 -4.59
H -3.71 -2.64 -3.23
O -5.57 -3.41 -3.76
H 2.39 1.19 0.64
C 2.07 -0.63 3.73
C -1.67 4.46 -2.38
H 2.46 -4.99 -1.49
C 3.96 3.13 -0.55
H -0.29 -0.27 2.57
O -0.86 7.19 -0.42
H -1.44 4.84 -3.38
C -0.46 -0.08 -0.66
H -0.05 8.77 0.55
O -0.88 -0.13 0.67
H -5.58 -6.09 -6.50
H 1.92 -0.21 6.24
C 1.55 -4.61 -1.03
H -6.60 -7.09 -5.44
N -0.19 -0.43 6.47
H -4.85 -6.93 -5.12
C 1.18 -1.22 1.38
N 1.64 -1.34 -0.08
O 0.41 5.94 -1.82
H 4.37 1.35 -1.68
C 0.80 -3.68 -2.00
H 1.38 -1.79 6.76
H -0.17 1.93 -0.41
I -1.33 -3.52 0.11
H 0.37 1.37 -1.87
C 1.14 -0.97 6.09
H 0.92 -5.47 -0.79
H 3.71 -1.30 -0.04
H 2.67 1.89 -1.72
H 4.41 3.72 -1.36
C -5.14 -4.38 -4.56
C -5.74 -6.42 -5.48
H -2.63 3.96 -2.39
O -6.07 -5.31 -4.64
C 2.36 -1.29 2.38
H 0.47 2.05 6.88
C 1.13 -1.43 4.63
H 1.69 0.39 3.58
C 2.94 -0.64 -0.44
H -0.89 3.76 -2.08
H 0.14 -4.30 -2.61
C 3.21 0.79 0.05
H 0.63 0.90 1.65
H 2.04 3.90 -0.48
O -1.54 -0.27 -3.12
C 0.29 8.02 -0.16
H 1.40 -2.48 4.57
H -3.74 -0.63 -0.63
C -0.49 0.73 5.67
C 0.18 -0.09 1.61
*
```

The orbital gap is 0.328 hartree. As for the molar mass: 841.44 g mol⁻¹. The HOMO energy comes out at -11.59 eV. The total energy comes out at -2884.6076 hartree.

=====

Entry 4:
# CH3N2PS

A 2-piece molecular cluster, CH3N2PS overall (wB97M-V/def2-TZVPD, the Open Molecules 2025 dataset).

```
! RIJCOSX wB97M-V def2-TZVPD def2/J DEFGRID3
* xyz 0 1
H 0.27 1.64 1.19
N 0.29 -1.77 0.24
N 0.91 -2.72 0.41
C -0.32 -0.70 -0.02
S -0.52 2.52 -1.36
H -0.64 0.06 0.85
P 0.84 1.68 -0.28
H -0.83 -0.72 -1.03
*
```

The orbital gap is 0.272 hartree. The value obtained for the relative energy (zero: lowest compared OMol25 entry of this formula, charge and spin) is 348.0 kJ/mol. As for the molar mass: 106.09 g mol⁻¹. The HOMO energy comes out at -8.61 eV. The total energy comes out at -888.8349 hartree.

=====

Entry 5:
# C14H20NO4

An isolated ion of composition C14H20NO4 and charge +1 (wB97M-V/def2-TZVPD, the Open Molecules 2025 dataset).

```
! RIJCOSX wB97M-V def2-TZVPD def2/J DEFGRID3
* xyz 1 1
C -3.35 -0.18 0.95
N -1.42 0.79 -0.01
H 4.12 -0.66 -1.92
H 0.61 1.98 -1.88
H -2.19 2.43 2.20
H -0.56 2.69 0.13
H -3.99 -0.31 1.81
H -1.03 0.35 -2.00
C 3.39 1.22 -1.19
C -0.22 1.66 0.11
H 3.49 -2.53 2.43
H 0.86 0.37 -1.17
H 4.30 1.53 -0.68
H -2.94 -1.13 -2.27
C 2.22 1.83 -0.42
H 2.43 -0.72 -1.48
C -2.24 0.64 1.06
C 2.81 -1.48 0.74
C 0.84 1.44 -0.97
H 2.32 2.91 -0.46
H 2.28 1.52 0.62
H -2.61 1.00 3.12
C 3.39 -0.30 -1.20
C -1.69 0.17 -1.17
H -5.23 -2.08 -2.15
H 2.42 -3.44 1.38
C 3.27 -2.75 1.39
O -5.61 -1.78 0.60
C -2.78 -0.65 -1.32
H -0.92 1.31 2.65
O 1.68 -1.07 0.81
H 4.14 -3.18 0.91
C -1.96 1.37 2.33
H 0.24 1.44 1.07
O 3.78 -0.80 0.09
O -4.90 -2.56 -1.38
C -3.62 -0.84 -0.23
H 3.47 1.59 -2.21
C -4.83 -1.75 -0.29
*
```

The orbital gap is 0.323 hartree. The value obtained for the relative energy (zero: lowest compared OMol25 entry of this formula, charge and spin) is 0.0 kJ/mol. As for the molar mass: 266.32 g mol⁻¹. The HOMO energy comes out at -13.32 eV. Its structure (SMILES) is CC(=O)OCCCCC[n+]1ccc(C(=O)O)cc1C. The total energy comes out at -900.9764 hartree.

=====

Entry 6:
# C14H16

A 2-piece molecular cluster, C14H16 overall (wB97M-V/def2-TZVPD, the Open Molecules 2025 dataset).

```
! RIJCOSX wB97M-V def2-TZVPD def2/J DEFGRID3
* xyz 0 1
H -3.61 1.20 1.77
C -0.68 -2.25 1.66
H -1.86 1.76 1.91
H -0.41 0.82 -0.70
H -0.69 -3.92 0.45
C -1.92 -0.26 1.11
H -1.03 -0.52 2.97
H -2.97 -0.29 -0.69
C -2.31 -0.90 -0.06
H -2.34 -2.87 -1.04
H 0.03 -2.82 2.34
C 2.97 0.75 -1.19
H 0.19 2.69 0.68
C -1.93 -2.24 -0.32
C -2.48 1.11 1.30
H 4.31 2.37 -0.55
H 2.02 -0.95 -2.99
H 1.15 -1.64 -1.53
H -2.56 1.77 0.46
C 1.66 0.40 -1.38
C 0.97 2.08 0.12
C -1.04 -2.95 0.56
C 1.16 -0.72 -2.22
C 3.30 1.95 -0.54
H 2.60 3.47 0.65
H 3.68 0.18 -1.73
H 0.12 -0.80 -2.60
C 0.63 1.06 -0.73
C -1.19 -1.02 2.00
C 2.26 2.55 0.29
*
```

The orbital gap is 0.353 hartree. The value obtained for the relative energy (zero: lowest compared OMol25 entry of this formula, charge and spin) is 217.9 kJ/mol. As for the molar mass: 184.28 g mol⁻¹. The HOMO energy comes out at -8.70 eV. Its structure (SMILES) is Cc1ccccc1.Cc1ccccc1. The total energy comes out at -542.9899 hartree.

=====

Entry 7:
# C2H6N2

A single C2H6N2 molecule (wB97M-V/def2-TZVPD, the Open Molecules 2025 dataset).

```
! RIJCOSX wB97M-V def2-TZVPD def2/J DEFGRID3
* xyz 0 1
N -1.26 0.90 0.97
C 1.05 -0.65 -1.21
H 1.99 -1.08 -0.83
H 0.64 -1.19 -2.05
H 1.29 0.37 -1.51
H 0.82 0.91 0.94
N 0.03 -0.65 -0.15
H -0.86 -1.00 -0.47
H -1.15 1.69 1.60
C -0.12 0.47 0.63
*
```

The orbital gap is 0.375 hartree. The value obtained for the relative energy (zero: lowest compared OMol25 entry of this formula, charge and spin) is 87.3 kJ/mol. As for the molar mass: 58.08 g mol⁻¹. The HOMO energy comes out at -9.10 eV. Its structure (SMILES) is [H]/N=C/NC. The total energy comes out at -189.2963 hartree.

=====

Entry 8:
# C31H29CaN4P2S4Se2

C31H29CaN4P2S4Se2 as an isolated structure (wB97M-V/def2-TZVPD, the Open Molecules 2025 dataset).

```
! RIJCOSX wB97M-V def2-TZVPD def2/J DEFGRID3
* xyz -1 1
H 0.16 4.69 4.47
H -4.72 -1.46 -7.07
C -1.01 2.52 -0.49
H -0.24 -1.86 5.88
P 3.23 0.88 1.56
C 1.40 2.92 1.86
H 2.89 1.40 4.49
C 2.24 0.53 0.09
H 4.37 -4.08 4.08
C 1.54 3.04 4.62
Se 5.09 1.78 1.22
C -4.22 -2.98 -4.80
H 4.60 0.19 4.00
H 0.06 4.59 2.00
H -3.26 3.76 2.40
C 3.47 -0.71 2.41
H 5.09 -1.95 5.12
C -2.12 2.12 1.61
C -0.34 -1.50 4.86
C 2.19 2.01 2.55
H -1.29 4.46 -1.35
H -5.05 -3.36 -5.39
H -3.45 -3.60 -7.37
H -1.25 -2.55 1.76
C -3.93 -1.07 -6.43
H -1.06 -3.37 4.10
H -3.72 -3.83 -4.31
C -0.79 -2.35 3.86
C 3.44 -3.12 2.40
C -2.62 3.41 1.59
H 2.58 -1.91 0.86
N 0.93 -0.03 -1.59
C 3.11 -1.91 1.81
C -2.19 -1.68 -4.86
H -4.61 -2.32 -4.03
C 4.13 -3.13 3.61
N -1.45 -1.22 -4.12
H -3.21 -0.53 -7.05
C -0.13 0.27 3.25
S 0.16 1.56 -5.56
H -4.36 -0.38 -5.72
N 2.94 0.62 -1.06
S 0.60 -1.42 -7.01
H -2.14 -4.05 -6.26
H -1.91 -2.71 -7.38
H 1.36 2.89 0.78
C -3.24 -2.24 -5.72
H 1.61 3.10 5.70
H 0.10 1.31 3.02
N 2.14 0.28 -2.03
C -0.89 -1.90 2.55
C 4.52 -1.94 4.20
H -0.41 2.15 -1.31
C -1.52 3.81 -0.51
H -2.38 1.45 2.42
C -2.64 -3.21 -6.75
H 3.17 -4.04 1.92
C 2.27 2.09 3.94
S 1.53 -2.41 -5.47
S 1.19 0.55 -7.03
H -2.68 5.28 0.53
C -2.30 4.26 0.54
C -1.29 1.68 0.59
Se -2.04 -1.24 -0.58
C -0.02 -0.18 4.56
C 0.67 3.88 2.55
C -0.55 -0.59 2.24
C 4.21 -0.73 3.59
P -0.71 -0.05 0.51
H 0.32 0.49 5.34
C 0.73 3.94 3.93
Ca 0.79 -0.38 -3.84
C 0.93 0.12 -0.25
*
```

The orbital gap is 0.229 hartree. The value obtained for the relative energy (zero: lowest compared OMol25 entry of this formula, charge and spin) is 58.7 kJ/mol. As for the molar mass: 845.81 g mol⁻¹. The HOMO energy comes out at -4.10 eV. The total energy comes out at -9173.9261 hartree.